Below is a structure of composition C45H39MoN3P2S2Si, with properties calculated with ωB97M-V/def2-TZVPD.

HOMO level (alpha / beta) = -13.00 / -13.14 eV
Charge = +2
HOMO-LUMO gap (alpha / beta) = 0.2255 / 0.2573 hartree
Expectation value of S² = 2.1790
Lowest unoccupied orbital energy (alpha / beta) = -0.2523 / -0.2254 Eh
Strongest force on any atom = 2.756 eV/Å
Spin multiplicity = 3

Last column: Löwdin charge in e.
Positions of all 93 atoms, in Å:
1 C -4.85195 2.58312 -1.39823  -0.04
2 H -4.88572 2.27995 -3.51062  0.12
3 C 1.76184 -2.90149 0.58601  -0.12
4 C -4.13992 2.36058 -0.23341  -0.05
5 C 3.78528 -0.25548 -3.23947  -0.17
6 C 5.04659 -0.12722 -3.78306  -0.06
7 C 6.04860 -1.01781 -3.42174  -0.05
8 C 1.28225 -1.98437 -4.28446  -0.08
9 S 3.16169 1.52046 -0.71536  0.65
10 H 4.32355 -2.96416 -1.25351  0.11
11 C 1.66916 -4.09620 1.27644  -0.07
12 C -0.83431 -1.63701 -5.34445  -0.04
13 C -4.12668 -1.90958 2.59239  -0.03
14 N -0.45529 1.63719 1.09356  -0.28
15 H -4.47498 2.78190 0.70582  0.11
16 H -1.33961 -2.69589 -0.59409  0.03
17 H -2.79144 1.02539 -3.57960  0.09
18 C -1.01451 2.29898 3.41528  -0.12
19 H 2.98990 0.43596 -3.50571  0.10
20 H 6.31010 2.58860 0.36805  0.05
21 P 1.83320 -1.30066 -1.64864  0.93
22 H -1.00687 4.95251 0.51123  0.14
23 P -2.12807 1.25353 1.23389  1.13
24 C 4.52015 -2.17321 -1.96445  -0.07
25 C -3.15195 -2.81110 2.99174  -0.03
26 H 5.83467 1.75887 -1.15342  0.01
27 C -0.38460 2.96350 0.47748  -0.11
28 C -0.51605 -0.89804 -3.06139  -0.30
29 C -0.02226 1.70110 2.48422  -0.22
30 H -1.04079 1.79256 4.37940  0.18
31 H 0.86584 -2.50431 -6.31720  0.12
32 H 7.03730 -0.90929 -3.83998  0.12
33 C 1.66841 -2.89072 -0.80405  -0.37
34 H -5.17200 -2.14837 2.70438  0.12
35 C -4.35029 2.09044 -2.59379  -0.02
36 H 1.94185 -1.96362 1.11629  0.07
37 H -1.06387 -3.24217 3.11010  0.11
38 C 0.79025 -1.39060 -3.12552  -0.39
39 C -3.59571 2.43322 3.41388  -0.05
40 C -2.03916 -1.91607 -0.88782  -0.15
41 H -5.77348 3.14593 -1.37922  0.12
42 C -1.86972 3.88953 2.22812  -0.16
43 C -0.93699 3.85073 3.48039  -0.16
44 H -1.47858 -1.73408 -6.20572  0.12
45 H 1.75544 -4.10553 2.35240  0.11
46 H -3.21292 4.64438 5.96888  0.12
47 H -3.44287 -3.75294 3.42961  0.12
48 C -3.18204 1.34385 -2.62857  -0.06
49 C -3.78364 3.20947 4.49042  -0.05
50 C 5.78295 -2.03493 -2.52084  -0.06
51 H 0.24782 3.04817 -0.40774  0.11
52 C 3.90242 0.78435 0.70338  -1.03
53 H -2.63290 4.66634 2.26810  0.17
54 C -2.34342 2.44873 2.60883  -0.33
55 C -1.41433 -1.30614 2.27216  -0.07
56 H -0.36077 -1.08217 2.11615  0.09
57 H 7.37988 1.36855 -0.36137  0.05
58 N 1.86012 0.74781 1.57404  -0.30
59 C 1.21438 1.22395 2.68555  -0.03
60 H -1.01674 5.12939 5.25375  0.12
61 C 1.48714 -4.08282 -1.50053  -0.06
62 C -1.32641 -1.08017 -4.17481  -0.09
63 H 1.41525 -6.21523 1.11716  0.12
64 C -2.84603 4.13962 5.08684  -0.06
65 H -2.37016 -0.81223 -4.13300  0.09
66 C -2.98796 1.57160 -0.28844  -0.32
67 C -1.07270 3.98227 0.98111  0.01
68 H -4.49621 0.00614 1.69829  0.11
69 H -4.38662 1.76282 3.10307  0.10
70 C -2.39396 -0.39047 1.90104  -0.31
71 C -3.74971 -0.69947 2.04272  -0.09
72 H -4.73808 3.14237 4.99546  0.12
73 C 1.39514 -5.27431 -0.80231  -0.05
74 C 0.47815 -2.07680 -5.40540  -0.04
75 H 5.25165 0.66729 -4.48263  0.12
76 H 1.75105 1.24548 3.62441  0.15
77 H 1.26125 -6.20022 -1.34007  0.12
78 Si -1.07797 -0.29061 -1.33365  0.63
79 S 5.57340 0.35300 0.78814  0.91
80 N 3.16417 0.53789 1.73275  -0.07
81 H -2.77393 -1.80289 -0.10030  0.01
82 C -1.80692 -2.51807 2.81679  -0.04
83 H 0.06067 4.27011 3.34545  0.16
84 H 1.42171 -4.07019 -2.57889  0.11
85 Mo 1.04603 0.45975 -0.16315  0.99
86 C 3.51734 -1.28187 -2.33077  -0.40
87 H -2.56456 -2.26675 -1.77259  0.04
88 H 6.56417 -2.72294 -2.23880  0.11
89 C 1.48341 -5.28169 0.58025  -0.05
90 C -1.59981 4.42060 4.68342  -0.02
91 H 2.29627 -2.36072 -4.30998  0.11
92 C -2.50288 0.99963 -1.46870  -0.25
93 C 6.34792 1.66297 -0.20140  -0.36

=====

Below is a structure of composition C19H33AlBeBrF5GaMgN4O11PS3, with properties calculated with ωB97M-V/def2-TZVPD.

HOMO level = -12.43 eV
Charge = +2
HOMO-LUMO gap = 0.0354 hartree
Lowest unoccupied orbital energy = -0.4212 Eh
Strongest force on any atom = 4.177 eV/Å

Last column: Löwdin charge in e.
Positions of all 81 atoms, in Å:
1 C 5.01933 6.63749 -6.28409  0.01
2 Be 1.39502 -7.14082 -0.58696  0.60
3 C -5.12095 7.57930 3.72451  -0.67
4 H -3.63589 -4.21287 -0.85661  0.09
5 C 4.24135 -8.72059 -3.30463  -0.06
6 Al -1.65678 4.66831 0.03424  1.18
7 O -2.45929 -3.51897 0.77752  -0.33
8 O 4.68519 4.93776 -0.29993  -0.22
9 H 1.75669 -4.65852 5.19894  0.07
10 F 4.42241 2.63780 0.08331  -0.17
11 H -1.91223 2.94378 4.27124  0.14
12 H -0.92491 2.85211 1.36161  0.06
13 F -6.05901 6.75934 4.21023  0.14
14 H 3.97099 -4.79676 3.35061  0.06
15 C 0.01056 4.25792 2.69689  -0.08
16 H 1.85586 -2.92134 4.92359  0.07
17 H 4.63128 -8.40740 -4.27234  0.09
18 S -3.94514 6.67112 2.64098  0.47
19 S 3.63754 3.98045 -0.19317  0.50
20 Ga -0.07605 -5.33879 1.76941  0.14
21 C 2.67818 6.75695 -6.68395  0.01
22 C 1.35066 -3.84275 4.58890  -0.27
23 H 3.00375 -6.07728 2.49677  0.05
24 C 4.79194 5.39397 -5.65912  -0.06
25 H -3.87956 -4.26724 2.10253  0.14
26 Mg -1.43664 -2.32951 2.56268  0.96
27 O -2.98827 7.65919 2.18539  -0.24
28 O -6.10894 -7.31346 -2.70582  0.24
29 H 1.80145 7.25766 -7.07012  0.12
30 H 3.68300 -4.69098 1.60321  0.05
31 C 2.56085 5.51089 -6.03350  -0.07
32 H 4.61428 -9.72474 -3.10638  0.09
33 C 3.93523 7.31985 -6.80354  -0.04
34 Br 0.64200 -2.01899 0.48546  0.05
35 H -0.21733 4.82313 3.60071  0.11
36 H 0.27489 4.97323 1.90984  0.06
37 C -1.86576 -4.79877 2.72761  -0.24
38 P 1.67140 -4.07564 2.78484  0.85
39 F -4.48871 8.13345 4.76059  0.15
40 H -1.69718 -3.76378 3.15690  -0.05
41 H 5.61394 4.82006 -5.24635  0.13
42 C -2.94845 -4.58705 1.61216  -0.27
43 H -0.16051 -5.03482 0.20960  -0.08
44 O -4.88758 -5.77425 -1.66209  0.10
45 H 1.59362 5.03795 -5.90398  0.12
46 C -2.58044 -2.38274 -1.36493  -0.05
47 H 0.27435 -6.86366 2.12328  -0.05
48 N 2.93561 3.55753 -1.55321  -0.25
49 F -5.73729 8.55195 3.05444  0.15
50 C 2.78546 -8.68826 -3.29013  -0.30
51 C 3.24553 -5.00098 2.55840  -0.27
52 H -3.20589 -1.56246 -1.71841  0.09
53 O -3.34849 5.64632 3.48770  -0.27
54 C -5.15775 -6.94945 -2.01825  -0.73
55 H -2.15303 -2.99423 -2.15967  0.09
56 H 0.28509 -3.69697 4.80548  0.03
57 O -4.74893 6.11675 1.56541  -0.26
58 H -4.20872 -2.70938 -0.02446  0.13
59 O 2.77326 4.07132 0.94650  -0.28
60 C -1.62661 2.41077 3.36319  -0.14
61 N 0.33533 0.77465 3.94890  0.16
62 H 0.89487 3.64884 2.87884  0.08
63 H 6.02066 7.03838 -6.35691  0.12
64 H -1.75326 -1.92190 -0.81303  -0.01
65 H 4.65915 -8.05602 -2.54877  0.08
66 H -2.03386 4.06033 2.05426  -0.03
67 N 1.63524 -8.65705 -3.28844  0.11
68 N 3.59214 4.84275 -5.53575  0.11
69 H -2.49049 1.83787 3.02263  0.12
70 O -4.28363 -7.89650 -1.57929  0.13
71 H 4.06761 8.27570 -7.29260  0.12
72 C -1.18319 3.40173 2.28268  -0.40
73 O 2.50531 5.95682 -2.33990  -0.24
74 H -2.17750 -5.50782 3.49386  0.09
75 O 1.09805 4.16351 -3.13607  -0.28
76 C -3.33914 -3.28849 -0.35866  -0.19
77 C -0.52779 1.47782 3.68008  -0.22
78 H -3.69370 -7.28974 -1.09834  0.10
79 F 0.93138 4.89742 -0.89573  -0.33
80 S 1.96809 4.65587 -2.11583  0.46
81 H -3.12967 -5.51712 1.06505  0.13

=====

Below is a structure of composition C24H41LaNP2, with properties calculated with ωB97M-V/def2-TZVPD.

HOMO level (alpha / beta) = -8.50 / -8.50 eV
Charge = +1
HOMO-LUMO gap (alpha / beta) = 0.1647 / 0.1500 hartree
Lowest unoccupied orbital energy (alpha / beta) = -0.1477 / -0.1624 Eh
Strongest force on any atom = 6.889 eV/Å
ΔE to the lowest compared entry with this formula, charge and spin = 246.2 kJ/mol

Last column: Löwdin charge in e.
Positions of all 69 atoms, in Å:
1 C -3.93802 1.21133 -3.42578  -0.17
2 C -1.73084 -1.57691 -3.63020  -0.27
3 H -2.85677 -0.53780 2.34285  0.07
4 C -0.61935 2.39323 -6.08700  -0.15
5 H 0.78752 1.50158 2.41201  0.05
6 H -1.48062 -1.40865 -6.50816  0.11
7 H -4.21989 1.56518 -4.43801  0.06
8 H -3.81359 2.10876 -2.75721  0.08
9 H -2.60923 -2.06520 -4.09502  0.09
10 C 1.59343 1.19892 -4.92521  -0.43
11 H 2.21780 0.56579 2.85195  0.07
12 P -2.36932 0.10763 -3.44149  0.89
13 C -0.79845 -0.84964 1.93457  -0.24
14 H -0.95668 3.49892 -6.14207  0.15
15 H 0.76300 0.54378 3.88087  0.08
16 C 0.59055 -0.57347 2.06591  -0.26
17 H 3.77019 3.42617 -2.94034  0.06
18 H -2.22294 -2.69592 -0.58440  0.05
19 H 1.36853 2.57965 -6.67644  0.14
20 H 4.22950 -0.43649 -2.61401  0.04
21 H -1.74798 0.00405 3.63104  0.10
22 H -0.60617 2.20443 -3.04388  0.08
23 C 2.73762 3.13108 -3.09588  -0.23
24 C -1.96659 0.34955 -5.40250  -0.35
25 H 2.42341 3.54129 -4.06246  0.03
26 H -1.56426 -2.05740 -2.70317  -0.02
27 C -1.53720 1.70866 -5.00397  -0.29
28 H 0.99771 3.29056 -5.13926  0.09
29 C 1.09647 -0.07344 -5.31845  -0.16
30 P 2.40710 1.35682 -3.16847  0.83
31 C -1.87355 -0.10245 2.53109  -0.07
32 H 3.24734 -0.49545 1.31274  0.07
33 H 0.68395 -1.21433 -7.09290  0.15
34 H 0.64926 0.46221 -7.33014  0.11
35 C -0.44372 2.07587 -0.01895  -0.44
36 C 0.36871 -0.26557 -6.56192  -0.17
37 H -0.10382 0.63174 -3.85634  -0.07
38 H 3.07485 -1.63302 -0.05317  0.05
39 H 2.67810 1.45520 -5.13669  0.10
40 H 0.95240 -4.27086 0.16391  0.09
41 C 1.29039 -1.42150 1.20658  -0.30
42 H -3.05358 -1.87283 0.73414  0.07
43 H -0.85214 2.11753 -7.13156  0.12
44 C 0.38010 -2.25697 0.51091  -0.35
45 H -2.25033 2.42786 -4.68238  0.10
46 H 1.37570 -0.97255 -4.79635  0.09
47 H 3.24831 -2.26086 1.61491  0.09
48 C -0.94250 -1.92648 0.94906  -0.27
49 C 0.82746 2.38781 -5.72355  -0.16
50 H -1.57953 0.02814 -7.47021  0.15
51 H -4.73501 0.54486 -3.03927  0.05
52 H -2.35819 -3.47630 0.99668  0.09
53 C 1.11292 0.56251 2.85588  -0.05
54 N -0.75740 3.09770 0.46135  -0.05
55 C 3.52667 -0.17202 -3.38750  -0.22
56 C 0.70594 -3.36934 -0.42479  -0.09
57 C 2.79353 -1.45966 1.00457  -0.07
58 H -0.92269 -1.82075 -4.30143  0.05
59 H 4.08163 -0.06069 -4.32733  0.06
60 H 2.90529 -1.06212 -3.51299  0.03
61 C -1.19851 -0.35187 -6.46167  -0.17
62 H -0.11678 -3.62176 -1.10237  0.06
63 H 1.59878 -3.15265 -1.06432  0.06
64 H 2.11456 3.59634 -2.32767  0.06
65 C -2.19032 -2.50745 0.50389  -0.08
66 C -0.89526 1.28148 -3.54051  -0.48
67 H -1.89789 0.93156 2.13382  0.07
68 H -3.00408 0.01658 -5.44990  0.10
69 La 0.21472 0.17141 -1.70146  1.70

=====

Below is a structure of composition C21H20BaI2N6OS, with properties calculated with ωB97M-V/def2-TZVPD.

HOMO level = -7.46 eV
Charge = 0
HOMO-LUMO gap = 0.2699 hartree
Lowest unoccupied orbital energy = -0.0040 Eh
Strongest force on any atom = 4.452 eV/Å
ΔE to the lowest compared entry with this formula, charge and spin = 136.2 kJ/mol

Last column: Löwdin charge in e.
Positions of all 52 atoms, in Å:
1 H -1.63540 1.60825 4.76573  0.10
2 H -3.51457 -5.22212 -1.01031  0.07
3 H -2.97291 -0.53236 2.33467  0.13
4 H 1.26394 1.26459 4.26788  0.12
5 N -2.92384 -4.86343 -1.74077  0.06
6 H -1.28063 -2.04784 2.28628  0.06
7 I -0.90483 4.57870 5.28281  0.80
8 C 0.83212 1.26466 -3.12481  -0.16
9 H 0.32308 2.07116 -2.61710  0.04
10 C 2.12198 2.57117 1.28979  -0.05
11 C -2.10509 -3.82606 -1.44680  -0.94
12 C 0.97364 0.34012 2.35011  -0.28
13 N 0.48873 0.04314 -2.75329  -0.07
14 O -1.91428 0.98747 0.32947  -0.62
15 H 0.93594 -1.76906 2.60672  0.13
16 C -1.75236 1.72215 1.35684  -0.51
17 C 2.01762 -0.82228 -4.37082  -0.01
18 C 1.33272 -3.56340 -3.43258  -0.04
19 N -1.12538 -3.59688 -2.28213  -0.05
20 C -1.78930 1.20088 2.67747  -0.17
21 C -1.58783 2.02310 3.76829  -0.14
22 C -2.04004 -0.26885 2.84332  -0.16
23 H 2.04188 2.55375 -4.33918  0.10
24 H 1.13868 -4.35621 -2.71276  0.07
25 H 2.44864 -1.66768 -4.88368  0.11
26 H 0.21991 -0.86208 3.96379  0.13
27 C 1.39827 1.35438 3.20277  -0.02
28 C -1.46799 3.09721 1.25497  -0.60
29 Ba -0.93356 -0.58580 -0.60684  1.89
30 H 1.89161 1.47332 -0.54169  0.09
31 H -2.73613 -5.43216 -2.54836  0.09
32 I -1.31609 3.83580 -0.71626  0.95
33 C 2.38755 0.45758 -4.72962  -0.05
34 H -1.03317 4.97247 2.18488  0.09
35 H 2.54567 3.44525 0.82328  0.11
36 H 2.40361 -3.39057 -3.48980  0.07
37 C -1.25087 3.92383 2.32862  -0.24
38 N -0.54591 -2.41324 -2.37340  -0.19
39 S -2.41529 -3.05160 0.03703  0.45
40 C 0.59231 -2.33262 -2.99377  -0.32
41 C 1.05742 -1.00983 -3.36165  -0.24
42 C 1.78264 1.53510 -4.09635  -0.05
43 C 0.30653 -0.90933 2.86567  -0.15
44 C -1.31781 3.36872 3.59354  -0.73
45 H 0.96825 -3.90066 -4.40259  0.09
46 H 3.12393 0.60557 -5.50623  0.11
47 H 2.26004 3.31427 3.30162  0.11
48 N 1.15467 0.40582 1.03389  0.01
49 C 1.95529 2.49940 2.66366  -0.04
50 H -2.14245 -0.50523 3.91532  0.13
51 N -0.98758 -1.07615 2.22591  -0.16
52 C 1.72664 1.48757 0.52647  -0.15

=====

Below is an isolated molecule of CHCl2F3Si, with properties calculated with ωB97M-V/def2-TZVPD.

Structure (SMILES) = F[Si](F)(F)C(Cl)Cl
HOMO level = -11.06 eV
Charge = 0
HOMO-LUMO gap = 0.4027 hartree
Lowest unoccupied orbital energy = -0.0037 Eh
Strongest force on any atom = 3.202 eV/Å
ΔE to the lowest compared entry with this formula, charge and spin = 0.0 kJ/mol

Last column: Löwdin charge in e.
Positions of all 8 atoms, in Å:
1 Cl -1.14049 1.65295 1.04440  0.47
2 Cl -1.81124 0.51274 -1.61258  0.49
3 F 1.44348 -0.99431 -1.36172  -0.07
4 F 1.57612 -1.26614 1.25506  -0.12
5 Si 0.95101 -0.37289 0.00359  0.32
6 F 1.75916 0.96159 -0.00829  -0.07
7 H -1.64432 -0.61134 0.64086  0.00
8 C -1.13372 0.11740 0.03868  -1.03

=====

Below is a cluster of 2 separate species, C3H9N2O in total, with properties calculated with ωB97M-V/def2-TZVPD.

HOMO level = -11.76 eV
Charge = +1
HOMO-LUMO gap = 0.2417 hartree
Lowest unoccupied orbital energy = -0.1906 Eh
Strongest force on any atom = 4.381 eV/Å
ΔE to the lowest compared entry with this formula, charge and spin = 349.7 kJ/mol

Last column: Löwdin charge in e.
Positions of all 15 atoms, in Å:
1 O -0.02161 1.24238 0.68556  -0.06
2 H -0.15845 -0.23190 1.82543  0.10
3 H 1.62840 -1.57794 -0.79339  0.11
4 H -2.01679 0.99750 -0.87570  0.05
5 H 2.37688 -1.17720 0.75703  0.09
6 N -2.38139 0.15506 -0.61614  0.11
7 C 2.00805 -0.83246 -0.14632  0.16
8 H 2.68537 0.96498 0.20855  0.15
9 N 2.13479 0.43748 -0.45423  0.19
10 H 1.96331 0.79066 -1.36985  0.14
11 H -2.09871 -1.48584 0.63261  0.12
12 H -3.06083 -0.36644 -1.16030  0.13
13 H -0.61510 1.62783 0.02689  0.07
14 C -1.74763 -0.53945 0.34480  -0.18
15 C -0.69629 -0.00465 0.93506  -0.19

=====

Ordered calculated total energy results: -3738.64767; -8780.56514; -1707.48936; -2235.15972; -1548.35903; -304.11717; unit hartree.